1.
The following is a DFT calculation (wB97M-V/def2-TZVPD) of a 2-piece molecular cluster, C2H2BrCl2I overall.

The geometry in XYZ format:
```
8
C2H2BrCl2I | OMol25 | wB97M-V/def2-TZVPD
C 1.51 0.16 -0.22
C -1.30 0.07 0.28
Cl -1.72 0.50 1.89
Cl -1.61 -1.55 -0.15
Br -1.86 1.35 -1.04
I 1.67 -1.87 -0.30
H 1.54 0.70 -1.15
H 1.78 0.63 0.70
```

- E_LUMO (spin up / spin down) (Eh) = -0.0356 / -0.0160
- HOMO energy (spin up / spin down) (hartree) = -0.3055 / -0.3212
- Kohn-Sham gap (spin up / spin down) (eV) = 7.34 / 8.31


2.
The following is a DFT calculation (wB97M-V/def2-TZVPD) of C2H2BrCl3 as an isolated structure in a non-equilibrium geometry.

The geometry in XYZ format:
```
8
C2H2BrCl3 | OMol25 | wB97M-V/def2-TZVPD
C 1.31 0.19 0.09
C -1.11 -0.36 -0.20
Cl 1.26 1.27 1.60
Cl 2.08 -1.31 0.30
Cl -1.94 0.47 1.02
Br -1.34 0.39 -1.87
H 1.16 0.76 -0.84
H -1.42 -1.41 -0.09
```

- E_LUMO (spin up / spin down) (Eh) = -0.0160 / -0.0256
- HOMO energy (spin up / spin down) (hartree) = -0.3210 / -0.3176
- Kohn-Sham gap (spin up / spin down) (eV) = 8.30 / 7.95


So what do the calculations give for total energy? Going down the list: -105290.696; -109712.747 eV.
So what do the calculations give for energy above the lowest of the compared OMol25 structures with the same formula, charge and spin? Going down the list: 3.390; 3.197 eV.